[1]
Computed, not measured: a molecular structure, C44H42NO2S4SbTi in a non-equilibrium geometry, with wB97M-V/def2-TZVPD.

Structure (XYZ):
```
95
Properties=species:S:1:pos:R:3:forces:R:3:mulliken_spin:R:1
Ti -0.87518 0.08841 0.61115 0.3 0.8 0.7 1.78
C -0.58307 1.24546 3.94612 -0.1 0.0 0.0 0.01
C -1.98902 1.73435 3.54252 -0.1 0.0 0.1 0.01
S -2.70297 1.24980 1.93684 0.2 0.2 -0.1 0.02
C -4.02198 0.09664 2.38556 0.0 0.0 -0.1 0.01
C -3.57547 -1.14059 3.13965 0.1 0.0 0.0 -0.02
S -2.40096 -2.13037 2.17488 0.0 0.0 0.0 0.01
C -1.29235 -2.67037 3.49797 0.0 0.0 -0.1 0.00
C -0.61874 -1.55304 4.28352 0.0 0.1 0.0 0.01
S 0.10359 -0.26328 3.22423 -0.1 -0.1 -0.2 -0.01
H -0.54089 1.11421 5.02825 0.0 0.1 0.0 0.00
H 0.14952 2.00696 3.69025 0.0 0.0 -0.1 0.00
H -1.95423 2.82162 3.48312 0.0 0.0 0.1 0.00
H -2.72975 1.49041 4.30605 0.0 -0.1 0.0 0.00
H -4.45964 -0.16794 1.42042 0.0 0.0 0.0 0.00
H -4.78047 0.63537 2.95503 0.0 0.0 0.0 0.00
H -4.43555 -1.75811 3.39870 0.0 0.0 0.0 0.00
H -3.08736 -0.84119 4.06592 0.0 0.0 0.0 0.00
H -0.54458 -3.27295 2.98323 0.0 0.0 0.0 0.00
H -1.83933 -3.33042 4.17297 0.0 0.0 0.0 0.00
H 0.18756 -1.98494 4.87778 0.0 0.0 0.0 0.00
H -1.30810 -1.07639 4.97872 0.0 0.0 0.0 0.00
C -1.75649 -7.71183 -0.75412 0.0 0.0 0.0 0.00
C -1.00921 -7.16152 -1.78595 0.0 0.0 0.0 0.00
C -0.96469 -5.78393 -1.96222 0.0 0.0 0.0 0.00
C -1.66896 -4.93786 -1.10975 -0.1 0.0 0.0 0.00
C -2.43507 -5.50478 -0.08988 0.0 0.0 0.0 0.00
C -2.47448 -6.88109 0.09501 0.0 0.0 0.0 0.00
Sb -1.66713 -2.77700 -1.22382 0.1 -0.3 -0.2 0.01
C -0.61469 -2.59282 -3.07361 0.0 0.0 0.0 -0.01
C 0.71464 -2.98779 -3.21061 0.0 0.0 0.0 0.00
C 1.39271 -2.77654 -4.40484 0.0 0.0 0.0 0.00
C 0.74423 -2.17391 -5.47388 0.0 0.0 0.0 0.00
C -0.58373 -1.79071 -5.35011 0.0 0.0 0.0 0.00
C -1.25805 -1.99578 -4.15446 0.0 0.0 0.0 0.00
C 0.16788 -2.65550 -0.03783 0.1 -0.1 -0.1 0.02
C 1.02217 -1.55237 -0.13012 -0.1 0.0 -0.1 0.13
C 2.25131 -1.52463 0.52215 0.0 0.2 -0.1 0.04
C 2.64045 -2.59291 1.30884 0.1 0.0 0.0 0.00
C 1.79799 -3.68862 1.43258 0.0 -0.1 0.0 0.01
C 0.58249 -3.72349 0.76393 -0.1 0.0 -0.1 0.02
H -1.78608 -8.78505 -0.61727 0.0 0.0 0.0 0.00
H -0.45745 -7.80838 -2.45670 0.0 0.0 0.0 0.00
H -0.37746 -5.37040 -2.77212 0.0 0.0 0.0 0.00
H -3.00887 -4.86337 0.57188 0.0 0.0 0.0 0.00
H -3.06881 -7.30527 0.89471 0.0 0.0 0.0 0.00
H 1.23698 -3.44845 -2.37871 0.0 0.0 0.0 0.00
H 2.42920 -3.07544 -4.49680 0.0 0.0 0.0 0.00
H 1.27679 -1.99500 -6.39884 0.0 0.0 0.0 0.00
H -1.08894 -1.30969 -6.17765 0.0 0.0 0.0 0.00
H -2.28097 -1.65307 -4.05316 0.0 0.0 0.0 0.00
H 0.76138 -0.71927 -0.79066 0.1 0.0 -0.1 -0.16
H 2.90028 -0.66460 0.39763 -0.1 -0.1 0.0 0.00
H 3.59748 -2.57637 1.81338 0.0 0.0 0.0 0.00
H 2.09777 -4.53708 2.03609 0.0 0.0 0.0 0.00
H -0.03857 -4.60843 0.84627 0.0 0.0 0.0 0.00
O 1.90420 5.06291 -4.97175 -0.4 0.0 0.1 0.00
C 2.26446 3.84785 -4.48293 0.0 0.0 -0.2 0.00
O 3.40103 3.47800 -4.60585 -0.1 0.1 0.1 0.00
C 1.19265 3.03753 -3.83805 0.0 0.1 0.1 0.00
C -0.04565 3.55692 -3.46125 0.0 0.0 0.0 0.01
C -0.97638 2.76291 -2.82073 0.1 -0.1 0.0 0.01
C -0.70425 1.42335 -2.52809 -0.1 0.1 0.0 -0.01
S -1.94445 0.47860 -1.69171 0.2 -0.2 0.2 0.01
C 0.51524 0.89553 -2.95769 0.1 -0.1 0.0 0.03
C 1.45523 1.69577 -3.58446 0.0 -0.1 0.0 0.00
H 0.94417 5.18427 -4.87447 0.4 -0.1 0.0 0.00
H -0.30185 4.59926 -3.61691 0.0 0.0 0.0 0.00
H -1.92650 3.17736 -2.51952 0.0 0.0 0.0 0.00
H 0.72827 -0.16116 -2.83095 0.0 0.1 0.0 -0.01
H 2.40626 1.28530 -3.89627 0.0 0.0 0.0 0.00
N 0.20128 1.70065 0.90448 -0.1 -0.5 -0.3 -0.15
C 0.84462 2.78278 1.01360 -0.3 0.0 0.1 0.08
C 0.46755 4.00843 0.23515 0.1 0.1 0.0 0.04
C 1.43314 4.85272 -0.30965 0.0 0.0 0.0 0.02
C 1.06076 5.99756 -0.99974 0.0 0.0 0.0 -0.01
C -0.28198 6.32788 -1.12357 0.0 0.0 0.0 0.01
C -1.25115 5.49279 -0.58000 0.0 0.0 -0.1 -0.01
C -0.87717 4.33381 0.08113 -0.1 -0.2 0.1 0.02
C 1.94479 2.94211 2.02505 0.1 -0.1 0.0 0.02
C 2.17763 4.14712 2.68578 0.0 0.1 0.0 0.02
C 3.14805 4.23734 3.67505 0.0 0.0 0.0 -0.01
C 3.90597 3.12626 4.01512 -0.1 0.0 0.0 0.02
C 3.68054 1.91897 3.36367 0.0 0.0 0.0 -0.01
C 2.70807 1.83072 2.38201 0.0 -0.1 -0.1 0.01
H 2.48304 4.60908 -0.19897 0.0 0.0 0.0 0.00
H 1.81966 6.63679 -1.43319 0.0 0.0 0.0 0.00
H -0.57283 7.23412 -1.64061 0.0 0.0 0.0 0.00
H -2.29954 5.74538 -0.67946 0.0 0.0 0.0 0.00
H -1.62523 3.65273 0.49008 0.1 0.2 -0.1 0.01
H 1.59316 5.02153 2.42626 0.0 0.0 0.0 0.00
H 3.31308 5.18066 4.17976 0.0 0.0 0.0 0.00
H 4.66512 3.19903 4.78277 0.0 0.0 0.0 0.00
H 4.26623 1.04647 3.62412 0.0 0.0 0.0 0.00
H 2.50770 0.89001 1.87956 0.0 0.1 0.1 0.02
```
Forces are in eV/Å.

E_HOMO (spin up / spin down)   -6.255 / -7.332 eV
Frontier orbital gap (spin up / spin down)   6.17 / 7.25 eV
Spin multiplicity   3
E_tot   -124889.41773 eV
Molecular weight   914.72 g/mol

[2]
Computed, not measured: 2 unconnected molecules or ions with the total composition C2H8, with wB97M-V/def2-TZVPD.

Structure (XYZ):
```
10
Properties=species:S:1:pos:R:3:forces:R:3:nbo_charge:R:1
C -0.62283 -0.55080 13.36364 0.0 0.0 0.0 -0.85
H 0.03433 0.28424 13.64803 -0.2 -0.3 -0.1 0.21
H -0.73995 -0.56989 12.27006 0.0 0.0 0.4 0.21
H -1.60773 -0.41982 13.83567 0.4 0.0 -0.2 0.21
H -0.17821 -1.49866 13.70111 -0.2 0.3 -0.1 0.21
C 1.08552 -0.71559 17.82174 0.0 0.0 0.0 -0.85
H 1.37214 0.13494 17.18577 -0.1 -0.3 0.2 0.21
H 0.04390 -0.59179 18.15295 0.4 0.0 -0.1 0.21
H 1.74702 -0.75659 18.69967 -0.2 0.0 -0.3 0.21
H 1.17924 -1.64985 17.24872 0.0 0.3 0.2 0.21
```
Forces are in eV/Å.

E_HOMO   -13.309 eV
SMILES   C.C
Frontier orbital gap   14.37 eV
E_tot   -2203.62589 eV
Molecular weight   32.09 g/mol

[3]
Computed, not measured: a gas-phase ion, C5H12BN3O2P (charge +1) in a non-equilibrium geometry, with wB97M-V/def2-TZVPD.

Structure (XYZ):
```
24
Properties=species:S:1:pos:R:3:forces:R:3:nbo_charge:R:1
C 4.28352 0.56116 0.35032 0.3 -0.1 -0.2 -0.62
C 3.04577 -0.54749 0.53880 1.4 0.7 0.1 -0.81
B 1.66897 0.19140 0.02652 1.2 2.0 0.0 0.98
O 1.72818 1.68708 -0.12370 -2.4 -3.8 -0.7 -0.85
C 0.22839 -0.53030 -0.30198 -2.6 -2.3 -1.4 -0.14
C -0.17359 -1.88158 -1.13918 -1.6 4.5 3.1 -0.01
N -1.71481 -1.94254 -1.09160 3.8 5.3 3.0 -0.52
C -2.13131 -0.71670 -0.30023 2.6 0.3 1.1 0.12
P -3.93584 -0.17226 0.08302 -2.6 -0.1 -0.2 1.19
N -3.99085 1.58212 -0.38458 3.0 -1.6 1.0 -1.06
O -4.25459 -0.20064 1.79820 0.0 1.5 -2.1 -0.96
N -1.01357 0.16604 0.20943 -0.2 -7.1 -4.8 -0.54
H 5.32389 0.13688 0.71041 -2.2 0.7 -0.8 0.23
H 4.35929 0.81439 -0.79938 -0.1 -0.4 2.4 0.22
H 4.10181 1.55214 0.95362 0.2 -2.0 -1.3 0.23
H 3.03580 -0.87869 1.67114 -0.3 0.6 -2.2 0.27
H 3.36438 -1.49118 -0.08653 -0.9 1.7 1.2 0.25
H 0.89454 1.97478 -0.61975 1.8 -0.3 1.0 0.48
H 0.57356 -2.61778 -1.65803 -2.0 1.5 1.1 0.30
H -2.35208 -2.66238 -1.52588 0.8 1.3 0.8 0.49
H -3.46709 1.59287 -1.30854 -1.0 0.2 1.1 0.39
H -3.31691 2.06207 0.28139 -1.1 -0.1 -0.9 0.36
H -5.14440 0.27919 1.94137 1.9 -1.0 -0.4 0.53
H -1.11304 1.04142 0.77517 0.1 -1.3 -0.7 0.48
```
Forces are in eV/Å.

Net charge   +1
E_HOMO   -12.857 eV
SMILES   CCB(O)c1c[nH]c(=P(=[NH2+])O)[nH]1
Frontier orbital gap   7.86 eV
E_tot   -23899.73190 eV
Molecular weight   187.96 g/mol

[4]
Computed, not measured: a molecular structure, C29H48IN3OS3Si3Ti, with wB97M-V/def2-TZVPD.

Structure (XYZ):
```
89
Properties=species:S:1:pos:R:3:forces:R:3:lowdin_charge:R:1
Ti 0.95627 -0.58749 0.57650 0.2 -0.3 0.3 0.52
C -0.07086 1.24981 2.95661 0.0 0.0 0.0 -0.17
O -0.08253 1.17074 1.52979 0.0 0.0 -0.1 -0.39
Si -0.69126 2.58456 0.65439 0.0 0.0 0.0 0.32
C 0.83201 3.70643 0.56824 0.1 -0.1 0.0 -0.17
C -1.69413 3.53278 1.96645 0.1 0.1 0.0 -0.18
C -1.57705 2.12526 -0.79119 -0.1 -0.1 0.1 -0.43
Si -1.13879 2.38141 -2.52308 0.0 0.0 0.1 0.36
C -0.94384 0.80479 -3.55844 0.1 0.1 0.0 -0.18
C -2.45817 3.39793 -3.45176 0.0 0.0 0.0 -0.21
C 0.46694 3.34400 -2.84407 0.0 0.0 -0.1 -0.18
Si -3.26518 1.51995 -0.44821 0.1 0.0 -0.1 0.35
C -3.97491 0.34349 -1.75060 0.0 0.0 0.0 -0.19
C -4.56389 2.91175 -0.34866 0.0 0.0 0.0 -0.19
C -3.48684 0.56989 1.17871 -0.1 0.0 0.0 -0.19
H -1.09380 1.33704 3.33002 0.0 0.0 0.0 0.08
H 0.50778 2.11318 3.29754 0.0 0.0 0.0 0.08
H 0.37849 0.34811 3.36229 0.0 0.0 0.0 0.05
H 1.19438 3.85706 1.59201 0.0 0.0 0.0 0.03
H 0.56121 4.68842 0.17166 0.0 0.0 0.0 0.03
H 1.66076 3.32086 -0.02444 0.0 0.0 0.0 0.00
H -1.08600 3.77764 2.84169 0.0 0.0 0.0 0.02
H -2.61577 3.06405 2.30911 0.0 0.0 0.0 0.01
H -1.97034 4.47853 1.48899 0.0 0.0 0.0 0.03
H -1.89068 0.29088 -3.72682 -0.1 0.0 0.0 0.01
H -0.28225 0.09925 -3.04993 0.0 0.0 0.0 0.01
H -0.50894 1.03885 -4.53703 0.0 0.0 0.0 0.02
H -3.43600 2.91056 -3.43512 0.0 0.0 0.0 0.00
H -2.17211 3.53850 -4.50033 0.0 0.0 0.0 0.01
H -2.57467 4.38310 -2.99063 0.0 0.0 0.0 0.02
H 1.31850 2.66072 -2.87030 0.0 0.0 0.0 0.01
H 0.68747 4.12191 -2.11304 -0.1 0.0 0.0 0.00
H 0.39341 3.82109 -3.82765 0.0 0.0 0.0 0.02
H -4.00055 0.77345 -2.75355 0.0 0.0 0.0 0.01
H -5.00287 0.08691 -1.47152 0.0 0.0 0.0 0.02
H -3.38702 -0.57586 -1.78498 0.0 0.0 0.0 0.00
H -4.69720 3.38040 -1.32794 0.0 0.0 0.0 0.01
H -4.26225 3.69325 0.35292 0.0 0.0 0.0 0.01
H -5.53392 2.51619 -0.02580 0.0 0.0 0.0 0.01
H -2.81756 -0.28692 1.25201 0.0 0.0 0.0 -0.03
H -4.51398 0.18729 1.21194 0.0 0.0 0.0 0.03
H -3.34451 1.18279 2.07143 0.0 0.0 0.0 0.00
S -1.04031 -1.77908 -0.26654 0.1 0.2 -0.2 0.63
C -0.41882 -3.07783 -1.25314 0.0 0.0 0.1 -0.66
C -1.26315 -3.70844 -2.16643 0.0 -0.1 0.0 -0.06
C -0.82441 -4.77088 -2.94866 0.1 0.0 0.1 -0.21
C -1.72185 -5.39661 -3.87092 -0.1 0.0 -0.1 -0.20
N -2.45452 -5.89325 -4.60746 0.0 0.0 0.0 0.13
C 0.50158 -5.22119 -2.81655 -0.1 0.0 0.1 -0.21
C 1.34964 -4.59184 -1.91330 0.0 0.0 0.0 -0.07
C 0.92231 -3.51719 -1.13288 -0.1 0.0 0.0 -0.67
S 2.00248 -2.74453 -0.01188 -0.1 0.2 0.0 0.67
C 0.98916 -6.32301 -3.58953 0.0 0.0 -0.1 -0.20
N 1.40190 -7.20476 -4.20468 0.0 0.0 0.0 0.13
H -2.28138 -3.35589 -2.26689 0.0 0.0 0.0 0.11
H 2.36995 -4.93761 -1.81022 0.0 0.0 0.0 0.11
I 3.48108 -3.34461 5.25026 0.0 0.0 0.0 0.76
C 3.31898 -1.67522 3.99091 0.2 0.2 0.1 -0.75
C 4.18998 -0.59483 4.17287 -0.2 -0.1 -0.1 -0.21
C 3.94521 0.48242 3.29918 0.1 0.0 0.1 -0.11
C 2.95599 0.44146 2.36188 0.0 0.0 -0.1 -0.18
N 2.14414 -0.67116 2.13635 0.0 0.0 -0.2 -0.17
C 2.34603 -1.71182 3.03558 -0.1 -0.1 0.0 -0.29
H 4.95302 -0.57974 4.93420 0.0 0.0 0.0 0.06
H 4.53023 1.39323 3.36466 0.0 0.0 0.0 0.10
H 2.76950 1.29443 1.72037 0.0 0.0 0.0 0.09
H 1.70935 -2.57285 2.91126 0.0 0.0 0.0 0.03
C -1.95823 -2.21677 4.86484 0.1 -0.1 0.1 -0.42
S -1.21386 -2.09258 3.23226 -0.2 0.1 -0.1 0.75
C -0.86635 -3.82279 2.90982 0.0 -0.1 0.0 -0.41
H -1.28699 -2.69332 5.58206 0.0 0.0 0.0 0.03
H -2.90108 -2.76562 4.83162 0.0 0.0 0.0 0.03
H -2.16241 -1.20211 5.20590 0.0 0.0 0.0 0.02
H -1.78221 -4.41371 2.86689 0.0 0.0 0.0 0.04
H -0.18796 -4.23479 3.65943 0.0 0.0 0.0 0.03
H -0.37920 -3.85887 1.93437 0.0 0.0 0.0 0.01
C 4.01208 -0.45670 -2.19833 0.0 0.0 0.0 -0.10
C 3.59599 0.31921 -0.95096 0.0 0.0 0.0 -0.52
C 4.29508 1.67678 -0.91677 0.0 0.0 0.0 -0.10
C 2.06636 0.46971 -0.88417 -0.2 0.1 -0.1 -0.25
H 5.09429 -0.62114 -2.23244 0.0 0.0 0.0 0.07
H 3.72110 0.09617 -3.09788 0.0 0.0 0.0 0.08
H 3.51649 -1.42836 -2.21917 0.0 0.0 0.0 0.05
H 3.95215 -0.25102 -0.08386 0.0 0.0 0.0 0.10
H 3.98179 2.29033 -1.76769 0.0 0.0 0.0 0.07
H 5.38420 1.56711 -0.95596 0.0 0.0 0.0 0.07
H 4.04878 2.22881 -0.00574 0.0 0.0 0.0 0.06
H 1.60698 0.08656 -1.80689 0.0 0.0 0.0 0.04
H 1.76751 1.52141 -0.84298 0.1 0.0 0.0 0.01
```
Forces are in eV/Å.

Net charge   -2
E_HOMO   -0.433 eV
Frontier orbital gap   3.90 eV
E_tot   -124730.02099 eV
Molecular weight   809.95 g/mol

[5]
Computed, not measured: a molecular structure, C22H21AuCl3N3OSi in a non-equilibrium geometry, with wB97M-V/def2-TZVPD.

Structure (XYZ):
```
52
Properties=species:S:1:pos:R:3:forces:R:3:nbo_charge:R:1
Au -0.18032 0.36299 -0.30009 2.6 -1.0 -0.1 1.27
C 3.48198 1.98969 -0.54549 0.0 0.0 0.0 -0.64
C 3.36548 0.50059 -0.51099 0.8 0.6 -0.4 0.26
C 4.45968 -0.33931 -0.66899 -0.4 0.3 0.0 -0.32
C 4.25878 -1.71861 -0.62449 -0.2 -0.2 0.2 -0.12
C 3.01518 -2.22471 -0.34599 0.4 0.2 -0.2 -0.31
C 1.94788 -1.32261 -0.15659 -0.3 -0.8 0.0 0.40
N 2.15778 -0.00151 -0.29739 -1.7 0.2 0.5 -0.50
N 0.69418 -1.63871 0.12961 -0.9 0.4 0.1 -1.14
Si 0.15388 -3.01681 1.02781 -0.3 -0.5 0.0 1.78
C -0.14852 -4.46121 -0.17959 0.0 0.5 0.7 -1.11
C -1.41612 -2.42361 1.92261 0.6 -0.4 -0.3 -1.11
C 1.49408 -3.53781 2.29161 -0.4 0.2 -0.5 -1.11
H 4.51658 2.30219 -0.45559 0.1 0.0 0.0 0.23
H 2.89838 2.42199 0.26461 0.0 0.1 0.0 0.23
H 3.07318 2.37419 -1.47869 0.0 0.1 0.0 0.23
H 5.44188 0.07499 -0.82709 0.0 0.1 0.0 0.22
H 5.08808 -2.38891 -0.79859 0.1 -0.1 0.0 0.22
H 2.81638 -3.28141 -0.31469 0.0 -0.1 0.0 0.23
H -0.84282 -4.17871 -0.96179 -0.2 0.1 -0.1 0.25
H -0.55352 -5.32191 0.34051 -0.1 -0.3 0.1 0.23
H 0.77788 -4.76501 -0.65749 0.2 0.0 0.0 0.23
H -2.21032 -2.22831 1.21251 -0.2 0.0 -0.2 0.24
H -1.22882 -1.50141 2.46551 0.2 0.2 0.1 0.23
H -1.77782 -3.15971 2.63241 -0.1 -0.2 0.1 0.24
H 2.34108 -4.01041 1.80311 0.1 -0.1 -0.1 0.23
H 1.10728 -4.24501 3.01771 -0.2 -0.1 0.1 0.24
H 1.87278 -2.67861 2.83711 0.0 0.2 0.1 0.23
Cl -7.68522 0.09659 0.02311 -0.4 0.0 0.1 0.01
C -6.00502 -0.08971 -0.29079 0.6 0.1 -0.1 -0.05
C -5.18692 1.03339 -0.28279 -0.3 -0.3 0.2 -0.24
C -3.84362 0.89669 -0.54919 0.2 -0.7 -0.3 -0.13
Cl -2.82482 2.28369 -0.48159 -0.1 0.1 0.0 0.03
C -3.23942 -0.35381 -0.87919 -2.2 0.6 0.7 0.37
O -2.02552 -0.48541 -1.23239 2.6 0.6 0.2 -0.72
C -4.13362 -1.46971 -0.83519 0.5 0.7 0.1 -0.13
Cl -3.48152 -3.01551 -1.18499 0.1 -0.4 -0.1 0.03
C -5.47842 -1.34681 -0.55869 -0.1 0.3 0.0 -0.24
H -5.60282 2.00639 -0.07429 0.0 0.1 0.0 0.24
H -6.11582 -2.21701 -0.55509 0.0 -0.1 0.0 0.24
N 1.84978 7.45449 -0.37049 0.2 0.4 0.0 -0.29
C 1.46778 6.37429 -0.35849 0.1 0.6 0.0 0.27
C 1.00168 5.04149 -0.33979 -0.3 -0.8 0.0 -0.19
C 0.71988 4.41979 0.87551 0.1 0.0 -0.2 -0.15
C 0.30438 3.09979 0.88771 -0.2 -0.6 0.3 -0.28
C 0.16848 2.38849 -0.29629 -0.8 0.1 -0.6 -0.14
C 0.41058 3.02829 -1.50479 -0.1 -0.3 -0.2 -0.22
C 0.82738 4.34749 -1.53589 0.1 0.0 0.2 -0.16
H 0.83968 4.96859 1.79831 0.0 0.0 0.1 0.24
H 0.09988 2.62569 1.83681 -0.1 0.0 0.1 0.23
H 0.29118 2.49349 -2.43669 -0.1 0.0 -0.1 0.23
H 1.03768 4.83689 -2.47639 0.0 0.0 0.0 0.23
```
Forces are in eV/Å.

E_HOMO (spin up / spin down)   -7.967 / -7.965 eV
Frontier orbital gap (spin up / spin down)   5.02 / 5.02 eV
E_tot   -78808.49319 eV
Molecular weight   674.84 g/mol

[6]
Computed, not measured: 4 unconnected molecules or ions with the total composition C2H12N2O3 in a non-equilibrium geometry, with wB97M-V/def2-TZVPD.

Structure (XYZ):
```
19
Properties=species:S:1:pos:R:3:forces:R:3:nbo_charge:R:1
C 2.04642 1.80264 -1.42653 -0.5 -3.2 -2.5 -0.42
N 1.41085 0.93682 -0.39237 -0.1 0.8 -3.7 -0.63
C 1.74793 0.91726 0.91355 -3.1 0.8 1.2 0.27
N 0.78673 0.67857 1.78654 1.5 -0.6 -2.0 -0.69
H 1.55699 1.62238 -2.48888 0.7 -0.2 2.2 0.20
H 1.96976 2.83464 -1.38511 -0.2 2.1 1.2 0.21
H 3.07285 1.48194 -1.58218 0.2 0.2 0.2 0.20
H 0.45191 0.69971 -0.70572 1.0 0.1 1.0 0.38
H 2.74606 1.29052 1.10208 0.1 -0.2 0.5 0.19
H 0.03014 0.41469 1.08252 0.3 0.3 1.9 0.29
H -4.73045 -4.45078 0.57269 -0.8 0.4 -1.7 0.46
H -3.49083 -4.44576 1.30890 5.4 1.4 -0.5 0.46
O -4.34168 -4.66201 1.38836 -4.5 -1.8 2.1 -0.93
H 0.33950 3.48321 0.69866 0.6 1.5 -0.9 0.47
H 0.77953 4.48411 1.68422 0.1 0.5 -3.4 0.47
O 0.72529 4.41410 0.62687 -0.7 -2.1 4.3 -0.94
H -1.32796 -3.12206 -1.05240 -1.6 -1.2 0.2 0.47
H -1.67002 -4.61682 -1.14298 -0.3 0.2 0.0 0.47
O -2.10303 -3.76317 -0.98822 1.8 0.9 -0.1 -0.94
```
Forces are in eV/Å.

E_HOMO   -9.127 eV
SMILES   [H]/N=C\NC.O.O.O
Frontier orbital gap   9.32 eV
E_tot   -11389.29435 eV
Molecular weight   112.13 g/mol